(1)
Below is C19H15ClN4OS in the gas phase, with properties calculated with wB97M-V/def2-TZVPD.

Last column: Löwdin charge in e.
Element x y z (Å)
1 H 1.141 -2.511 -1.304  0.1176
2 C -0.489 -4.450 0.704  -0.1458
3 C -2.388 -0.786 -0.439  -0.1158
4 H 3.147 3.383 -0.788  0.0806
5 C -2.375 -0.685 1.775  -0.0236
6 C -0.223 3.060 -1.193  -0.0828
7 C -1.285 -0.040 1.270  -0.2784
8 H -0.850 -4.193 2.807  0.1031
9 N 2.637 -0.597 0.048  0.0928
10 C 0.833 -2.080 0.780  -0.1409
11 H -2.547 -0.936 -1.487  0.1231
12 C -0.699 1.359 -2.833  -0.1178
13 C 1.141 2.839 -1.355  -0.3109
14 H 1.916 4.636 -0.434  0.0829
15 C -0.403 -3.780 1.915  -0.0526
16 H 2.633 1.681 -2.361  0.1128
17 N 0.058 -4.000 -0.413  0.0720
18 S 1.933 2.969 1.243  0.9739
19 C 0.270 -2.572 1.955  -0.0197
20 C -0.148 0.664 1.937  -0.0610
21 H -4.010 -1.725 0.672  0.1035
22 Cl -2.823 2.584 -1.703  0.6907
23 H -0.110 0.381 2.994  0.1381
24 C -1.128 2.319 -1.930  -0.6733
25 C 1.527 -0.808 0.708  -0.2613
26 C -3.096 -1.169 0.655  -0.0440
27 C 0.659 1.142 -2.987  -0.0587
28 H -1.012 -5.393 0.621  0.1034
29 N 2.967 0.690 0.168  0.0352
30 H 0.373 -2.032 2.885  0.1197
31 C 0.704 -2.853 -0.377  -0.0841
32 C 1.577 1.873 -2.253  -0.0481
33 N 1.097 0.364 1.276  0.0198
34 H -0.276 1.754 1.882  0.1013
35 C 2.117 3.567 -0.490  -0.3771
36 H -0.572 3.795 -0.484  0.1147
37 O -1.293 -0.098 -0.078  0.0216
38 H -2.633 -0.799 2.807  0.1145
39 C 2.045 1.268 0.886  -0.6391
40 H -1.417 0.789 -3.400  0.1044
41 H 1.004 0.389 -3.678  0.1095

Properties
LUMO level = 0.47 eV
calculated total energy = -51311.417 eV
charge = 0
frontier orbital gap = 9.13 eV
max |F| = 1.23 eV/Å
energy above the lowest of the compared OMol25 structures with the same formula, charge and spin = 0.0 kJ/mol
HOMO energy = -8.7 eV

(2)
Below is a molecular structure, C37H34ClN2O9P2ReS3, with properties calculated with wB97M-V/def2-TZVPD.

Last column: Mulliken spin population.
Element x y z (Å)
1 H -5.494 -0.937 -1.506  0.0001
2 C 0.128 0.623 -2.715  0.0672
3 O -1.916 -1.703 -1.702  -0.0033
4 C -6.350 0.362 1.509  0.0009
5 H 2.249 -5.908 2.268  0.0000
6 O 0.288 -0.584 1.898  0.0380
7 O -2.480 0.176 2.632  0.0066
8 C -4.664 2.373 -1.710  0.0094
9 C -5.463 0.076 -1.881  0.0013
10 H -2.742 6.830 5.083  0.0000
11 C -0.848 4.716 3.584  0.0013
12 O 2.617 -0.104 2.583  0.0004
13 H -6.698 -0.363 -3.548  0.0001
14 C -1.918 6.164 5.346  0.0001
15 H -3.899 4.374 -1.432  0.0001
16 C -5.087 -3.146 1.452  -0.0005
17 C -6.133 0.397 -3.025  -0.0020
18 H 2.446 0.864 -4.662  -0.0001
19 H -6.642 1.951 -4.441  0.0002
20 C -4.706 1.057 -1.190  0.0059
21 H -0.170 -4.573 3.251  0.0001
22 H -0.300 -3.520 -1.575  0.0002
23 C -3.428 -1.706 0.483  0.0002
24 O 3.579 -0.403 -0.198  0.0006
25 S -1.124 1.219 -1.627  -0.0717
26 C 2.167 0.362 -3.739  0.0024
27 C -2.988 2.944 3.662  -0.0008
28 C -0.964 -2.990 0.394  0.0125
29 H -5.431 -4.130 1.742  0.0000
30 H 3.064 0.122 -3.169  -0.0009
31 H -2.057 5.870 6.387  0.0000
32 H -0.989 6.725 5.270  0.0000
33 H -0.726 -1.149 -3.093  -0.0004
34 C -5.381 2.677 -2.893  -0.0039
35 C -7.958 -1.084 2.577  0.0001
36 H -1.467 -2.642 2.465  0.0001
37 O 2.163 -2.057 1.097  0.0102
38 C -3.977 0.745 0.003  0.0091
39 P 2.407 -1.452 -0.393  -0.0042
40 H -6.049 1.351 1.191  -0.0002
41 H 3.068 -0.155 3.436  -0.0001
42 P 1.602 -1.325 2.394  0.0047
43 H -0.010 5.401 3.561  0.0000
44 H -2.573 3.804 0.556  -0.0094
45 C -0.213 -4.358 2.191  0.0005
46 Re -0.213 0.462 0.374  0.9054
47 O 1.463 -2.176 3.561  -0.0006
48 Cl 1.382 2.110 0.508  0.0114
49 H -8.177 1.053 2.336  0.0000
50 H -8.908 -1.200 3.080  0.0000
51 H 1.683 -1.760 -3.463  -0.0009
52 N 1.278 1.223 -2.941  -0.0082
53 H 1.589 2.006 -2.389  -0.0041
54 H -5.346 3.690 -3.276  0.0000
55 C -0.940 -3.269 1.757  -0.0036
56 C -0.272 -3.763 -0.522  -0.0015
57 H -3.801 4.229 5.156  -0.0002
58 S -1.799 -1.563 -0.234  -0.0101
59 H 1.160 -1.104 -5.041  -0.0001
60 H -7.471 -3.155 2.677  0.0000
61 H 1.024 -5.443 -0.765  0.0001
62 C 1.340 -6.293 1.802  -0.0001
63 C -7.542 0.197 2.151  0.0000
64 C -5.497 -0.748 1.265  0.0015
65 H -3.242 -3.856 0.697  -0.0002
66 C -3.868 -2.994 0.869  0.0013
67 C -6.098 1.713 -3.536  0.0050
68 O 1.091 -0.692 -0.684  0.0568
69 C -4.234 -0.601 0.611  -0.0016
70 C -3.215 1.734 0.575  0.0229
71 H -3.806 2.234 3.698  0.0002
72 H 3.466 0.189 0.561  0.0002
73 C -3.906 3.364 -1.041  -0.0064
74 H 0.804 -6.868 2.557  0.0000
75 H -0.004 3.415 2.095  -0.0040
76 C -3.176 3.052 0.064  0.0136
77 O 2.749 -2.469 -1.378  0.0008
78 N 0.002 -0.498 -3.379  -0.0045
79 S -2.002 1.282 1.798  -0.0569
80 C 0.462 -4.845 -0.059  0.0010
81 H 1.632 -6.963 0.995  0.0000
82 C -7.163 -2.169 2.354  -0.0004
83 C -0.838 3.600 2.756  0.0043
84 C -1.912 2.731 2.802  0.0002
85 C -1.907 4.959 4.449  0.0000
86 C 0.504 -5.154 1.295  0.0000
87 C 1.287 -0.888 -3.983  0.0029
88 C -5.916 -2.027 1.697  0.0009
89 C -2.975 4.056 4.477  0.0002

Properties
LUMO level (alpha / beta) = -4.85 / -4.57 eV
calculated total energy = -126068.333 eV
expectation value of S² = 0.757
charge = +1
frontier orbital gap (alpha / beta) = 6.04 / 6.32 eV
max |F| = 0.31 eV/Å
energy above the lowest of the compared OMol25 structures with the same formula, charge and spin = 0.0 kJ/mol
multiplicity = 2
HOMO energy (alpha / beta) = -10.9 / -10.9 eV

(3)
Below is C12H16N2O4 in the gas phase, with properties calculated with wB97M-V/def2-TZVPD.

Last column: Löwdin charge in e.
Element x y z (Å)
1 C 2.971 -1.521 0.153  -0.4807
2 H -0.971 2.366 0.835  0.0785
3 H 1.274 4.565 0.885  0.0662
4 H 0.583 -2.496 0.981  0.1202
5 C -3.068 -1.198 0.990  -0.0030
6 H -3.784 -1.467 1.738  0.1110
7 O 3.534 -1.104 -0.983  0.1088
8 O 0.067 1.773 -1.315  0.0945
9 C 0.956 1.538 -0.526  -0.4672
10 C -3.478 -0.493 -0.186  -0.3434
11 H -3.097 -0.047 -2.182  0.1062
12 C -0.873 -1.303 0.029  -0.2391
13 H 0.211 4.146 -0.247  0.0759
14 O -4.757 -0.129 -0.120  0.0738
15 H 0.889 -2.077 -0.775  0.1342
16 C 0.578 -1.722 0.223  -0.0771
17 H 2.071 0.197 -1.292  0.1240
18 C -1.788 -1.655 1.059  -0.0312
19 H -4.863 0.386 -0.919  0.1036
20 C -0.125 2.251 1.501  -0.0166
21 H -1.551 -2.340 1.859  0.1121
22 H -0.547 -0.661 -1.880  0.1034
23 C 1.745 -0.759 0.520  -0.1765
24 N 1.731 0.438 -0.381  0.1002
25 N 1.136 3.927 0.120  0.0384
26 H 4.163 -1.816 -1.202  0.1492
27 C 1.159 2.562 0.592  -0.3413
28 H 2.126 2.362 1.037  0.1292
29 C -1.290 -0.803 -1.140  -0.0405
30 H -0.038 1.274 1.902  0.0476
31 C -2.644 -0.349 -1.268  0.0129
32 H 1.822 -0.449 1.607  0.1782
33 O 3.282 -2.628 0.601  0.0905
34 H -0.221 2.911 2.327  0.0580

Properties
LUMO level = 0.49 eV
calculated total energy = -23872.616 eV
charge = 0
frontier orbital gap = 8.97 eV
max |F| = 3.97 eV/Å
energy above the lowest of the compared OMol25 structures with the same formula, charge and spin = 252.0 kJ/mol
HOMO energy = -8.5 eV

(4)
Below is 2 unconnected molecules or ions with the total composition C5H15N2O, with properties calculated with wB97M-V/def2-TZVPD.

Last column: Löwdin charge in e.
Element x y z (Å)
1 H -4.207 0.902 0.478  0.1084
2 H -2.943 1.992 -0.128  0.1092
3 H -2.223 -2.144 -0.434  0.1069
4 H -2.991 -0.056 -1.384  0.1839
5 H -2.279 -1.383 1.160  0.1087
6 N 0.617 0.289 -0.577  0.0908
7 H 3.332 -1.784 0.482  0.1045
8 H -2.662 1.043 1.340  0.1106
9 H 4.721 0.095 0.966  0.0863
10 H 1.936 1.735 -1.087  0.1203
11 C -2.721 -1.390 0.166  -0.0140
12 C 3.808 0.641 0.742  -0.0336
13 H -1.534 0.129 -0.582  0.1221
14 C 3.037 -0.056 -0.382  -0.4188
15 H 3.669 -0.100 -1.284  0.1538
16 H 4.074 1.651 0.448  0.0860
17 H -3.776 -1.644 0.254  0.1086
18 O 2.627 -1.361 -0.019  -0.0406
19 C -3.133 1.034 0.355  -0.0123
20 H 0.662 -0.675 -0.224  0.0546
21 N -2.564 -0.061 -0.453  -0.0601
22 H 3.196 0.686 1.640  0.0920
23 C 1.799 0.727 -0.716  -0.1672

Properties
LUMO level = -2.86 eV
calculated total energy = -10449.369 eV
charge = +1
frontier orbital gap = 10.80 eV
max |F| = 1.02 eV/Å
energy above the lowest of the compared OMol25 structures with the same formula, charge and spin = 115.0 kJ/mol
HOMO energy = -13.7 eV

(5)
Below is 2 unconnected molecules or ions with the total composition ClH2O, with properties calculated with wB97M-V/def2-TZVPD.

Last column: Löwdin charge in e.
Element x y z (Å)
1 Cl 3.347 0.629 0.347  -0.9729
2 O -1.216 -0.366 -0.471  -0.1056
3 H -0.335 -0.032 -0.187  0.0435
4 H -1.796 -0.230 0.311  0.0350

Properties
LUMO level = 3.88 eV
calculated total energy = -14604.386 eV
charge = -1
frontier orbital gap = 7.45 eV
max |F| = 1.17 eV/Å
energy above the lowest of the compared OMol25 structures with the same formula, charge and spin = 38.2 kJ/mol
HOMO energy = -3.6 eV

Q: What is the charge in the fourth record?
A: +1